Entry 1:
{
  "formula": "C21H32IO5P",
  "method": "the ωB97M-V functional and the def2-TZVPD basis",
  "energy_ha": -1834.63554,
  "orbital_gap_ev": 9.61,
  "smiles": "CC[C@@H](I)O[P@](=O)(O)OOC[C@H](C)C(C)C.c1ccccc1.c1ccccc1",
  "e_homo_ev": -9.1,
  "species": ["C", "C", "C", "I", "O", "P", "O", "O", "O", "O", "C", "C", "C", "C", "C", "C", "H", "H", "H", "H", "H", "H", "H", "H", "H", "H", "H", "H", "H", "H", "H", "H", "H", "H", "H", "H", "C", "C", "C", "C", "C", "C", "H", "H", "H", "H", "H", "H", "C", "C", "C", "C", "C", "C", "H", "H", "H", "H", "H", "H"],
  "positions_angstrom": [[1.501509, -2.447743, 0.058599], [1.265552, -1.128839, 0.792168], [1.463752, 0.202754, 0.060946], [1.783662, 0.058367, -2.057192], [0.344237, 1.017531, 0.414792], [0.009332, 2.428025, -0.227862], [1.131314, 3.272804, -0.650747], [-0.922933, 3.013061, 0.940157], [-1.049885, 2.142776, -1.427288], [-1.515187, 0.777577, -1.516316], [-2.572311, 0.535618, -0.578516], [-2.558779, -0.976360, -0.321784], [-3.416230, -1.709466, -1.377220], [-2.965506, -1.334402, 1.123299], [-2.223582, -0.481307, 2.173070], [-2.669176, -2.821150, 1.390471], [1.382228, -3.266707, 0.778808], [0.759437, -2.607176, -0.731812], [2.511880, -2.533772, -0.353036], [1.866469, -1.095533, 1.709049], [0.214924, -1.121090, 1.116297], [2.362661, 0.714342, 0.413424], [-1.764618, 3.319217, 0.599756], [-2.420015, 1.114188, 0.332575], [-3.526467, 0.844944, -1.032174], [-1.520379, -1.313532, -0.458615], [-3.021197, -2.705026, -1.605180], [-4.448975, -1.826508, -1.025465], [-3.445651, -1.144662, -2.314888], [-4.048979, -1.192651, 1.242004], [-2.762779, 0.432801, 2.441913], [-1.240275, -0.176531, 1.791396], [-2.042957, -1.060156, 3.086998], [-3.015420, -3.472895, 0.584342], [-1.585557, -2.966395, 1.506712], [-3.145023, -3.147666, 2.320654], [0.229949, -1.784433, 4.776080], [0.831080, -2.402406, 5.864151], [1.650114, -1.669033, 6.711784], [1.869800, -0.319554, 6.470737], [1.272252, 0.297679, 5.380290], [0.451533, -0.435534, 4.534455], [-0.412824, -2.354606, 4.116259], [0.661178, -3.454817, 6.051840], [2.117842, -2.149816, 7.561247], [2.507621, 0.251378, 7.133072], [1.445884, 1.348753, 5.188854], [-0.016111, 0.045534, 3.683663], [2.330937, 1.805863, -5.402118], [2.608053, 1.438195, -6.710891], [2.669079, 2.408787, -7.701633], [2.451179, 3.741955, -7.380714], [2.170214, 4.105722, -6.070548], [2.110122, 3.136900, -5.078075], [2.282430, 1.063693, -4.615835], [2.776265, 0.397976, -6.959204], [2.886628, 2.126441, -8.723796], [2.500826, 4.498638, -8.153336], [1.998165, 5.145140, -5.822100], [1.892710, 3.413112, -4.053518]],
  "forces_ev_per_angstrom": [[0.072, -0.136, 0.193], [-0.465, -0.221, 0.128], [0.448, 0.099, 0.370], [-0.064, -0.095, 0.002], [-0.022, 0.099, -0.225], [0.482, 0.448, 0.140], [-0.734, -0.503, 0.272], [0.513, -0.282, -0.191], [-0.256, -0.119, -0.175], [0.285, 0.190, 0.214], [-0.412, -0.029, -0.128], [-0.164, -0.092, -0.167], [0.043, 0.009, 0.064], [0.115, -0.260, 0.172], [0.076, -0.069, -0.083], [0.074, 0.110, 0.017], [0.004, 0.140, -0.085], [0.265, 0.106, 0.026], [-0.205, 0.082, -0.058], [-0.051, 0.012, -0.151], [0.411, -0.082, -0.050], [-0.157, -0.052, -0.203], [-0.238, 0.204, -0.080], [0.172, -0.147, -0.077], [0.142, 0.019, 0.131], [-0.064, 0.216, 0.108], [-0.107, 0.166, 0.069], [0.131, 0.042, -0.061], [0.069, -0.118, 0.110], [0.124, 0.086, -0.119], [0.062, -0.138, 0.003], [-0.338, -0.010, 0.144], [-0.221, 0.176, -0.123], [-0.001, 0.072, 0.095], [-0.149, -0.014, -0.091], [0.066, 0.041, -0.102], [0.023, 0.011, 0.005], [0.004, 0.002, -0.002], [-0.002, 0.003, -0.003], [0.001, -0.004, -0.005], [0.015, -0.027, 0.012], [-0.003, 0.039, -0.067], [0.010, -0.017, -0.005], [-0.004, -0.001, 0.004], [0.000, -0.001, 0.002], [0.005, -0.001, 0.001], [-0.007, 0.005, 0.002], [0.037, 0.012, 0.058], [-0.023, 0.040, 0.046], [-0.001, 0.007, 0.005], [-0.003, 0.008, 0.007], [0.000, -0.008, 0.003], [0.000, -0.004, 0.003], [0.000, 0.016, -0.006], [0.038, -0.027, -0.148], [0.005, -0.001, 0.000], [0.001, 0.000, -0.002], [-0.004, 0.000, -0.003], [0.004, 0.003, 0.000], [-0.001, -0.004, 0.004]],
  "nbo_charge": [-0.62, -0.45, 0.01, 0.09, -0.84, 2.52, -1.05, -0.98, -0.56, -0.25, -0.09, -0.23, -0.61, -0.22, -0.63, -0.60, 0.22, 0.21, 0.22, 0.23, 0.22, 0.21, 0.51, 0.19, 0.18, 0.21, 0.21, 0.21, 0.22, 0.20, 0.21, 0.21, 0.21, 0.21, 0.20, 0.21, -0.16, -0.23, -0.21, -0.21, -0.20, -0.25, 0.20, 0.21, 0.21, 0.21, 0.21, 0.22, -0.21, -0.22, -0.22, -0.22, -0.20, -0.21, 0.20, 0.21, 0.21, 0.21, 0.21, 0.23]
}

Entry 2:
{
  "formula": "C21H32N2O4S",
  "method": "the ωB97M-V functional and the def2-TZVPD basis",
  "de_lowest_kj_mol": 0.0,
  "energy_ha": -1628.14436,
  "orbital_gap_ev": 9.03,
  "smiles": "CCC[C@@H](C)NC(=O)CSc1ccccc1C(=O)OCC(=O)N[C@@H](C)CCC",
  "e_homo_ev": -8.8,
  "species": ["C", "C", "C", "C", "C", "N", "C", "O", "C", "S", "C", "C", "C", "C", "C", "C", "C", "O", "O", "C", "C", "O", "N", "C", "C", "C", "C", "C", "H", "H", "H", "H", "H", "H", "H", "H", "H", "H", "H", "H", "H", "H", "H", "H", "H", "H", "H", "H", "H", "H", "H", "H", "H", "H", "H", "H", "H", "H", "H", "H"],
  "positions_angstrom": [[-4.878136, 0.852325, -2.358782], [-3.438243, 1.016757, -1.889150], [-2.913646, -0.257812, -1.229814], [-1.464294, -0.127099, -0.765699], [-1.001701, -1.360398, 0.010274], [-0.608559, 0.093435, -1.916579], [0.497334, 0.845908, -1.874354], [0.857416, 1.458606, -0.884356], [1.273737, 0.940943, -3.173315], [1.335774, -0.611651, -4.122154], [1.455424, -1.930594, -2.943429], [0.784542, -3.091912, -3.327232], [0.754188, -4.200172, -2.507628], [1.376280, -4.157539, -1.267944], [2.053268, -3.018572, -0.884896], [2.122917, -1.898296, -1.716354], [2.998289, -0.778582, -1.283855], [3.653618, -0.089934, -2.027027], [3.011043, -0.667348, 0.047887], [3.884486, 0.299697, 0.622868], [3.263449, 0.827518, 1.923303], [3.877935, 0.826210, 2.969851], [2.010720, 1.266110, 1.764700], [1.211194, 1.810156, 2.844880], [0.953051, 3.290862, 2.579034], [-0.084386, 0.998343, 2.957188], [-0.875248, 1.276131, 4.232746], [-2.108359, 0.384408, 4.322729], [-4.953549, 0.049008, -3.088430], [-5.528495, 0.614252, -1.520131], [-5.235768, 1.769056, -2.820533], [-3.380317, 1.840300, -1.174349], [-2.806248, 1.275718, -2.741288], [-3.534814, -0.497687, -0.365388], [-2.988139, -1.092485, -1.932111], [-1.354677, 0.758969, -0.130236], [-1.074625, -2.251056, -0.611034], [-1.616424, -1.497315, 0.895309], [0.033039, -1.239371, 0.321521], [-0.812947, -0.430643, -2.755661], [0.775184, 1.643716, -3.844576], [2.285764, 1.293927, -2.974493], [0.286858, -3.102418, -4.285506], [0.233523, -5.090220, -2.827035], [1.342117, -5.012154, -0.610372], [2.561573, -2.982463, 0.065872], [4.846388, -0.170784, 0.848973], [4.042248, 1.119679, -0.087144], [1.597792, 1.297358, 0.839032], [1.804895, 1.691223, 3.757521], [0.411823, 3.410502, 1.642747], [0.373271, 3.732300, 3.384032], [1.898096, 3.822719, 2.503378], [-0.709379, 1.210498, 2.086727], [0.176762, -0.062290, 2.930702], [-1.188780, 2.320805, 4.256964], [-0.234608, 1.099183, 5.098773], [-1.821489, -0.664984, 4.326304], [-2.664454, 0.590373, 5.234101], [-2.766715, 0.556782, 3.473440]],
  "forces_ev_per_angstrom": [[0.212, 0.138, 0.036], [-0.176, -0.286, 0.005], [0.260, 0.512, -0.018], [-0.114, -0.211, 0.327], [-0.008, 0.333, -0.072], [-0.284, 0.012, -0.028], [-0.249, -0.109, -0.547], [0.195, 0.270, 0.391], [0.372, -0.247, -0.185], [0.011, 0.142, -0.196], [0.126, 0.270, 0.020], [0.064, 0.145, -0.025], [0.044, -0.028, 0.093], [-0.002, -0.058, -0.029], [0.017, 0.067, -0.017], [-0.105, -0.345, -0.039], [0.278, 0.194, -0.221], [-0.031, -0.164, 0.162], [-0.206, -0.184, 0.101], [0.492, 0.372, 0.161], [-0.030, -0.326, -0.607], [0.375, 0.012, 0.334], [-0.306, 0.197, -0.058], [-0.098, -0.039, 0.042], [0.107, -0.213, 0.184], [0.219, 0.190, 0.409], [-0.095, -0.149, -0.272], [0.158, 0.188, 0.102], [-0.065, -0.087, -0.085], [-0.126, -0.036, 0.058], [-0.124, 0.049, -0.063], [0.086, 0.054, 0.001], [0.040, 0.069, 0.036], [-0.019, -0.099, 0.023], [-0.048, -0.140, -0.015], [-0.075, -0.105, -0.075], [0.001, -0.127, -0.084], [-0.085, -0.054, 0.148], [0.106, -0.014, 0.067], [0.156, 0.071, -0.025], [-0.041, -0.035, 0.033], [-0.282, 0.001, 0.073], [-0.121, -0.021, -0.068], [-0.051, -0.077, -0.032], [0.007, -0.077, 0.062], [0.006, -0.009, 0.079], [-0.193, 0.098, 0.019], [-0.034, -0.127, 0.136], [0.097, -0.100, -0.053], [-0.109, -0.002, -0.116], [-0.090, 0.046, -0.120], [-0.099, 0.114, 0.071], [0.064, 0.081, -0.011], [-0.062, -0.045, -0.140], [-0.007, -0.044, -0.061], [0.044, 0.065, 0.075], [0.048, 0.074, 0.048], [-0.015, -0.136, -0.007], [-0.126, -0.047, 0.063], [-0.110, -0.020, -0.086]],
  "nbo_charge": [-0.60, -0.40, -0.39, -0.04, -0.62, -0.62, 0.69, -0.67, -0.63, 0.27, -0.13, -0.23, -0.18, -0.24, -0.09, -0.22, 0.80, -0.59, -0.50, -0.17, 0.65, -0.63, -0.63, -0.04, -0.62, -0.40, -0.39, -0.60, 0.20, 0.20, 0.21, 0.20, 0.20, 0.21, 0.19, 0.21, 0.21, 0.21, 0.22, 0.41, 0.25, 0.27, 0.22, 0.22, 0.22, 0.23, 0.21, 0.22, 0.44, 0.23, 0.21, 0.21, 0.22, 0.19, 0.21, 0.19, 0.20, 0.20, 0.21, 0.20]
}

Entry 3:
{
  "formula": "C21H32N2O5S",
  "method": "the ωB97M-V functional and the def2-TZVPD basis",
  "energy_ha": -1703.12701,
  "orbital_gap_ev": 1.76,
  "charge": -2,
  "e_homo_ev": 1.6,
  "species": ["C", "C", "C", "C", "C", "C", "C", "C", "C", "C", "O", "C", "O", "C", "C", "C", "N", "S", "N", "C", "C", "O", "C", "C", "C", "H", "H", "H", "H", "H", "H", "H", "H", "H", "H", "H", "H", "H", "H", "H", "H", "H", "H", "H", "H", "H", "H", "H", "H", "H", "H", "H", "H", "O", "C", "C", "O", "H", "H", "H", "H"],
  "positions_angstrom": [[-4.508560, -0.318750, -3.237049], [-3.113669, -0.220536, -2.567497], [-2.483228, -1.620653, -2.264009], [-1.817517, -1.626280, -0.844649], [-0.367517, -2.178536, -0.937060], [0.717383, -1.107502, -0.931128], [0.473571, 0.265880, -1.309987], [1.478269, 1.196493, -1.293355], [1.238694, 2.674163, -1.650423], [0.812903, 3.420053, -0.344134], [1.617312, 3.097036, 0.794628], [2.754687, 3.811038, 0.881789], [3.009848, 4.818894, 0.254645], [3.770205, 3.299814, 1.913076], [3.492682, 1.861288, 2.441763], [2.817909, 0.839692, -0.940357], [3.897191, 1.609035, -0.909425], [5.161337, 0.671778, -0.419906], [4.368351, -0.763255, -0.246661], [3.090739, -0.559703, -0.549115], [1.996665, -1.473107, -0.546015], [2.198813, -2.789728, -0.149620], [2.656751, -2.933514, 1.200821], [2.109305, -1.916612, 2.218264], [0.553371, -1.926628, 2.385642], [-4.772099, 0.662204, -3.664702], [-4.506102, -1.047196, -4.073080], [-5.241944, -0.600892, -2.466511], [-2.405317, 0.319257, -3.226475], [-3.270907, 0.301884, -1.606808], [-1.749657, -1.864835, -3.057938], [-3.247073, -2.416410, -2.331096], [-2.384445, -2.360035, -0.245628], [-1.900988, -0.671198, -0.312369], [-0.139408, -2.859595, -0.103279], [-0.210173, -2.790430, -1.845961], [-0.540359, 0.567942, -1.584627], [2.120728, 3.123452, -2.122214], [0.336774, 2.684229, -2.284830], [-0.194008, 3.033553, -0.113122], [0.687080, 4.500562, -0.506830], [4.774151, 3.300313, 1.464671], [3.839300, 3.980929, 2.778491], [3.133351, 1.874099, 3.481420], [4.442652, 1.298449, 2.437262], [2.791655, 1.283813, 1.827835], [3.759932, -2.992908, 1.274233], [2.296284, -3.927109, 1.534332], [2.519991, -2.227986, 3.201313], [2.496560, -0.897077, 2.069407], [0.167517, -1.035562, 1.864322], [0.351392, -1.727932, 3.451069], [0.085217, -2.850888, 2.034164], [-5.140489, 0.671478, -0.114061], [-5.135964, -0.578074, 0.375102], [-4.655894, -0.619638, 1.921644], [-4.629770, -1.871697, 2.394222], [-4.467097, -1.309966, -0.143131], [-6.115452, -1.113708, 0.369683], [-5.336824, 0.095027, 2.444767], [-3.684108, -0.064414, 1.928490]],
  "forces_ev_per_angstrom": [[0.582, 0.132, -0.105], [-0.372, -0.788, -0.182], [-0.219, 0.944, 0.219], [0.108, -1.833, -0.790], [0.261, 0.608, 0.490], [0.466, 0.103, -0.019], [0.451, -0.552, 0.222], [0.390, 1.398, -0.650], [-0.547, -0.712, 1.205], [-1.401, -0.320, -0.995], [0.795, 0.674, -0.388], [1.135, 0.718, 0.517], [-0.600, -0.579, -0.022], [-0.395, -1.201, 0.381], [0.571, -0.040, 0.221], [-0.319, -1.653, 0.320], [0.324, 0.031, 0.125], [-1.067, -0.297, -0.292], [0.238, 0.011, 0.156], [-0.260, 1.391, -0.456], [-0.284, -0.551, 0.108], [0.313, 0.489, 0.227], [0.009, -0.408, 0.857], [-0.251, -0.594, 0.555], [1.018, 1.271, 0.129], [-0.161, -0.289, 0.251], [-0.007, 0.172, 0.330], [0.180, 0.168, -0.308], [-0.314, 0.077, 0.344], [-0.014, 0.075, -0.435], [-0.116, 0.112, 0.382], [0.154, 0.415, 0.201], [0.137, 0.536, 0.011], [0.094, -0.217, -0.257], [-0.158, 0.272, -0.294], [-0.283, 0.220, 0.278], [0.293, -0.125, 0.046], [-0.314, -0.101, 0.045], [0.514, 0.371, -0.083], [0.470, 0.073, 0.223], [0.502, -0.276, 0.233], [-0.522, 0.263, -0.249], [-0.293, 0.030, -0.520], [-0.076, -0.035, -0.380], [-0.382, 0.152, 0.090], [0.095, 0.382, 0.124], [-0.354, 0.346, -0.379], [0.018, 0.345, -0.330], [0.115, -0.002, -0.507], [-0.194, -0.369, -0.188], [-0.298, -0.669, -0.073], [-0.254, -0.402, -0.402], [0.019, 0.293, 0.198], [0.003, -0.012, -0.611], [0.160, 0.680, 0.411], [-0.199, -0.678, -0.386], [0.203, -0.016, 0.460], [0.280, 0.040, -0.008], [-0.218, 0.156, 0.181], [-0.306, -0.094, -0.012], [0.281, -0.138, -0.219]],
  "nbo_charge": [-0.61, -0.43, -0.40, -0.44, -0.42, -0.02, -0.23, 0.02, -0.46, -0.08, -0.51, 0.82, -0.62, -0.51, -0.62, 0.09, -0.66, 0.77, -0.65, 0.06, 0.28, -0.54, -0.06, -0.44, -0.62, 0.19, 0.16, 0.25, 0.16, 0.27, 0.17, 0.20, 0.25, 0.23, 0.22, 0.21, 0.24, 0.23, 0.22, 0.21, 0.20, 0.23, 0.22, 0.20, 0.21, 0.23, 0.18, 0.17, 0.20, 0.21, 0.23, 0.21, 0.22, -0.92, -0.04, -0.03, -0.90, 0.06, 0.07, 0.07, 0.06]
}